Density functional theory data (the ωB97M-V functional and the def2-TZVPD basis) for a structure of composition C24H39N7O5SW.

XYZ file:
```
77
Properties=species:S:1:pos:R:3:forces:R:3:mulliken_charge:R:1
W 0.71206 -0.30408 -0.03157 0.60 0.06 0.42 1.504
C -0.80391 -1.85962 3.89834 0.03 -0.03 0.03 -1.082
N 0.44637 -1.11604 4.05071 -0.08 0.11 -0.15 0.042
C 0.58990 -0.24934 5.23017 0.03 -0.03 0.02 -0.598
C 1.65741 0.75569 4.80019 -0.04 0.06 -0.02 -0.649
N 1.78113 0.51031 3.35963 0.10 -0.13 -0.03 0.204
C 2.88155 1.11646 2.62424 -0.01 -0.02 0.00 -0.986
C 1.13554 -0.60040 3.01037 -0.15 0.06 0.18 -0.203
N 1.22134 -1.16628 1.78221 -0.02 -0.10 -0.44 0.397
C 1.23307 -2.65255 1.79011 0.07 0.03 0.07 -0.106
C 1.41634 -3.14007 0.37319 -0.02 0.05 -0.08 -1.533
N 0.56921 -2.33509 -0.52573 0.03 -0.01 0.11 0.353
C -0.20964 -2.96683 -1.41581 0.00 -0.04 -0.01 0.245
N -0.36425 -2.60157 -2.69264 -0.03 0.03 -0.05 0.311
C 0.58808 -1.84866 -3.48965 -0.01 -0.01 0.01 -0.770
C -1.28678 -3.49764 -3.39355 0.01 -0.03 0.01 -0.591
C -1.70217 -4.50213 -2.31013 0.01 -0.01 -0.04 -0.612
N -0.95524 -4.05192 -1.13166 -0.01 0.10 0.03 -0.026
C -1.43197 -4.37694 0.20195 0.02 -0.03 -0.01 -0.983
H -1.51293 -1.48133 4.63260 -0.01 0.01 -0.01 0.398
H -0.66883 -2.92440 4.08279 0.02 0.00 0.01 0.289
H -1.22192 -1.70158 2.90452 0.01 -0.02 0.00 0.346
H 0.88400 -0.82787 6.10331 -0.02 0.00 0.01 0.351
H -0.36471 0.23480 5.44130 -0.01 0.01 -0.02 0.378
H 2.61990 0.56291 5.27661 0.00 -0.01 -0.01 0.407
H 1.37512 1.78870 4.99402 0.00 0.00 0.01 0.368
H 3.46439 1.70772 3.32594 0.03 -0.02 0.00 0.534
H 2.51786 1.77234 1.84006 -0.01 0.04 -0.02 0.195
H 3.52358 0.34740 2.19350 -0.03 0.01 -0.03 0.315
H 0.28844 -3.04385 2.15937 -0.01 0.00 0.06 0.001
H 2.02563 -3.02342 2.44348 0.03 -0.01 -0.04 0.531
H 1.19228 -4.20474 0.31324 0.00 -0.02 -0.01 0.702
H 2.45446 -3.00400 0.05743 0.01 -0.02 0.01 0.286
H 1.25613 -1.30111 -2.83695 -0.01 0.00 0.02 -0.141
H 0.05738 -1.14173 -4.12500 0.00 0.02 0.00 0.331
H 1.16483 -2.53287 -4.11686 0.00 0.00 0.00 0.454
H -0.75963 -3.98096 -4.21665 0.00 0.00 0.00 0.290
H -2.12543 -2.94058 -3.81027 -0.01 0.00 0.01 0.335
H -1.44349 -5.52790 -2.56845 -0.01 0.00 0.01 0.371
H -2.77099 -4.46245 -2.09995 0.00 0.01 0.01 0.356
H -2.47758 -4.67415 0.13663 0.00 0.00 0.00 0.414
H -1.36568 -3.49448 0.83666 0.02 0.01 0.01 0.283
H -0.87389 -5.19922 0.65055 0.01 0.00 0.00 0.294
C 3.73124 -0.51892 -1.63980 0.01 -0.06 0.05 -1.409
C 2.48411 -0.21438 -0.91931 -0.09 -0.03 -0.08 0.610
O 2.25019 0.92807 -0.36960 -0.32 -0.18 0.11 -0.581
H 4.16949 0.38012 -2.07193 0.00 0.00 -0.01 0.414
H 3.57654 -1.28079 -2.40118 -0.01 0.00 0.02 0.329
H 4.43853 -0.92915 -0.91107 0.02 0.02 -0.01 0.337
C 0.36494 6.98097 -1.24972 -0.01 0.01 -0.01 -1.546
C -0.06151 5.56276 -1.48642 0.02 0.00 0.00 0.927
C -1.41505 5.23389 -1.55803 -0.03 0.00 0.00 -0.866
C -1.82424 3.93700 -1.80801 0.01 0.02 0.00 -0.580
C -0.86098 2.94844 -1.97150 0.09 -0.03 -0.01 0.703
C 0.49634 3.24836 -1.91828 -0.05 0.05 0.01 -0.504
C 0.88240 4.55244 -1.67191 0.00 -0.01 0.00 -1.149
S -1.33255 1.32987 -2.41022 0.06 -0.05 -0.02 0.959
O -0.38891 0.40424 -1.73470 -0.14 0.07 -0.06 -0.400
O -1.37569 1.13814 -3.82285 -0.01 0.01 0.00 -0.745
N -2.84260 1.12512 -1.89136 -0.04 -0.05 -0.01 -0.211
C -3.46246 0.91398 -0.56832 -0.02 0.01 0.06 -0.743
C -2.70456 1.48912 0.62634 0.00 -0.02 -0.03 -0.622
C -1.40932 0.75845 0.78431 0.03 0.14 0.00 0.581
O -1.36264 -0.50604 0.60986 0.03 0.03 -0.10 -0.483
O -0.30716 1.36970 0.90231 -0.09 -0.03 0.01 -0.646
H -0.27457 7.46837 -0.51495 0.00 -0.01 0.01 0.399
H 0.28847 7.55304 -2.17656 0.01 0.00 0.00 0.323
H 1.39658 7.03606 -0.90830 0.00 0.00 0.00 0.374
H -2.15951 6.00866 -1.42491 0.00 0.00 0.00 0.439
H -2.87684 3.69927 -1.88054 0.00 0.01 0.00 0.557
H 1.24070 2.48135 -2.07382 0.00 -0.01 0.00 0.434
H 1.93661 4.79468 -1.62867 0.00 0.00 0.00 0.402
H -3.44019 0.93185 -2.68464 0.00 0.00 0.00 0.253
H -3.60434 -0.15392 -0.40572 0.00 0.00 -0.01 0.302
H -4.44292 1.38509 -0.61807 0.01 0.02 0.00 0.422
H -3.32065 1.32839 1.51355 -0.02 -0.01 -0.01 0.406
H -2.50643 2.55522 0.53581 0.00 0.00 0.01 0.307
```
Positions in Å, forces in eV/Å.

Results
- energy (eV) = -58838.31431
- charge = +2
- relative energy (zero: lowest compared OMol25 entry of this formula, charge and spin) (kcal/mol) = 4.78

=====

Density functional theory data (the ωB97M-V functional and the def2-TZVPD basis) for a structure of composition C8H9I3IrO4SSc at a distorted geometry.

XYZ file:
```
27
Properties=species:S:1:pos:R:3:forces:R:3:mulliken_charge:R:1
I 4.11278 0.95333 1.41587 0.48 -0.71 0.19 0.347
I 2.34351 3.29139 1.28607 -0.48 0.55 0.09 0.475
Sc 1.43829 0.49910 2.14371 2.06 0.39 -2.04 0.299
Ir -1.50984 -0.26645 1.53306 4.12 -0.15 -2.62 1.196
S 0.66164 -0.93678 0.28016 -0.34 0.48 1.63 -0.014
C -2.05830 -1.74917 0.33707 -2.74 -4.29 -2.37 0.277
C -1.71852 -1.37394 3.11112 -1.28 -3.23 4.41 0.410
C 0.59469 -0.21922 -1.50858 -0.36 -0.05 -1.97 1.201
C 1.87916 0.55058 -1.74920 0.36 -0.11 0.72 -1.180
C -0.61775 0.65548 -1.74147 -0.19 0.11 0.59 -1.456
C 0.52531 -1.48978 -2.36304 0.20 -0.32 0.46 -1.291
C -0.77395 1.27329 2.50600 -2.51 4.43 4.28 0.289
C -3.02512 0.83527 1.05601 -5.89 4.00 -1.13 0.311
O -1.84119 -2.06587 4.02896 0.54 2.76 -3.60 -0.180
O -2.45677 -2.63646 -0.28095 1.85 3.70 2.39 -0.141
O -0.66178 2.18990 3.23089 0.35 -3.82 -3.37 -0.232
O -3.86194 1.56908 0.73753 3.71 -3.24 1.29 -0.127
H 1.93815 0.84988 -2.80703 -0.09 -0.19 0.25 0.447
H 2.74994 -0.06411 -1.49982 0.05 0.09 -0.28 0.386
H 1.91807 1.45510 -1.13035 -0.05 0.03 -0.21 0.047
H -0.60633 1.01611 -2.77992 -0.01 -0.14 0.22 0.508
H -0.59808 1.52560 -1.08279 -0.05 0.26 -0.05 0.336
H -1.55292 0.11338 -1.58320 -0.06 -0.02 -0.23 0.321
H 0.57282 -1.22132 -3.42860 -0.03 0.01 0.28 0.458
H -0.40305 -2.04724 -2.17705 0.22 0.13 -0.20 0.331
H 1.37541 -2.14160 -2.12470 -0.18 0.02 -0.29 0.466
I 1.57576 -0.56558 4.59026 0.31 -0.69 1.55 0.519
```
Positions in Å, forces in eV/Å.

Results
- energy (eV) = -75260.13075
- charge = +4
- relative energy (zero: lowest compared OMol25 entry of this formula, charge and spin) (kcal/mol) = 0.00
- multiplicity = 5

=====

Density functional theory data (the ωB97M-V functional and the def2-TZVPD basis) for a structure of composition C11H15Br33O6P2S2 at a distorted geometry.

XYZ file:
```
69
Properties=species:S:1:pos:R:3:forces:R:3:mulliken_charge:R:1
O 6.94136 -4.68685 -0.08966 0.25 -0.48 0.31 -0.574
P 5.94575 -3.63036 -0.24835 1.62 -0.54 -0.39 0.670
O 4.46070 -4.18672 -0.59790 -0.06 0.58 0.25 -0.135
S 3.47947 -4.57199 0.66978 -0.35 0.27 -0.52 0.679
O 3.51843 -5.97947 0.84063 0.06 -0.64 0.08 -0.517
O 2.13032 -4.28341 -0.28728 0.40 0.19 1.21 -0.218
P 1.01108 -3.24652 0.25225 -0.71 0.99 -1.65 0.432
O 1.68302 -2.55387 1.51380 0.15 -0.28 0.53 -0.259
O -0.16198 -4.12081 0.84261 -0.07 -0.35 0.26 -0.289
S 0.44697 -2.02714 -1.08984 -0.01 -0.17 -0.12 -0.169
H 6.30143 -2.82280 -1.32783 -0.76 0.31 -0.01 -0.108
H 5.88736 -2.82298 0.89852 -0.69 0.17 -0.09 0.071
H 1.05568 -1.87466 1.81470 0.27 0.17 0.15 0.176
H 0.01555 -4.45132 1.73236 -0.07 -0.16 0.04 0.294
C -3.15710 -0.30381 -0.13161 0.03 -0.06 0.00 -0.444
Br -3.23528 -2.17442 -0.54943 -0.14 -0.09 0.01 0.030
Br -1.94796 0.04147 1.32854 0.09 -0.01 -0.03 0.123
Br -2.73743 0.74386 -1.68866 0.09 -0.08 -0.02 -0.046
H -4.13788 -0.00017 0.20413 -0.02 0.03 0.00 0.385
C -3.17560 4.39450 1.34026 -0.08 0.19 0.03 0.035
Br -1.29243 4.67914 1.09572 0.08 -0.07 -0.02 -0.021
Br -4.06268 3.90933 -0.28956 -0.02 0.13 0.04 0.102
Br -3.53736 3.11574 2.71980 -0.02 -0.03 0.20 -0.029
H -3.59594 5.33755 1.66475 0.01 0.03 0.02 -0.027
C 0.95644 0.10933 4.96226 0.00 0.01 0.02 -0.420
Br -0.25724 -1.35702 4.64976 0.01 -0.04 -0.06 -0.071
Br 2.79087 -0.45275 4.90507 -0.05 -0.01 -0.04 0.074
Br 0.61071 1.56109 3.75570 -0.03 0.03 -0.08 0.012
H 0.75869 0.46803 5.96142 0.00 -0.01 0.03 0.400
C -4.30395 -6.40980 0.12061 -0.02 -0.01 -0.01 -0.337
Br -4.07569 -5.75264 -1.67146 0.03 0.04 0.02 -0.025
Br -2.61517 -6.78606 0.95908 0.02 -0.01 0.00 -0.009
Br -5.37793 -5.22218 1.18309 0.01 0.01 0.01 -0.010
H -4.83593 -7.34632 0.05073 -0.02 -0.02 0.00 0.332
C -2.17596 8.64745 2.93691 0.02 -0.07 0.02 -0.311
Br -0.30052 9.03134 2.78355 0.00 -0.01 0.00 -0.016
Br -2.96188 8.26805 1.22621 -0.07 0.02 -0.10 -0.021
Br -2.51005 7.21539 4.17870 0.00 -0.03 0.01 -0.017
H -2.65734 9.53200 3.32530 -0.02 0.02 0.02 0.360
C 2.78839 -2.49498 -4.38552 -0.03 -0.07 0.04 -0.154
Br 0.92351 -2.46634 -4.84907 -0.01 0.04 -0.07 -0.031
Br 3.88782 -2.88871 -5.91403 -0.01 0.00 -0.04 -0.041
Br 3.33894 -0.86945 -3.51927 0.03 0.02 -0.01 -0.054
H 2.92465 -3.29723 -3.67483 -0.01 -0.01 0.04 0.263
C -7.56351 5.31502 2.73126 0.00 -0.04 0.03 -0.319
Br -7.69681 3.44467 2.30921 0.04 0.02 -0.02 -0.015
Br -6.38704 5.64225 4.21807 0.00 -0.01 -0.07 -0.017
Br -7.04968 6.35075 1.19076 0.04 0.00 -0.02 -0.051
H -8.54761 5.64485 3.02755 -0.03 0.03 -0.02 0.365
C -7.84459 4.21031 -2.53770 0.01 0.04 0.08 -0.026
Br -6.59529 2.76304 -2.34343 -0.03 -0.11 -0.10 0.009
Br -7.25475 5.47948 -3.85438 0.01 0.01 0.00 0.000
Br -9.61740 3.56883 -2.90838 -0.01 0.00 -0.01 -0.026
H -7.88166 4.72627 -1.58881 0.00 0.01 0.03 0.030
C 6.15782 1.58176 6.96988 -0.01 0.01 -0.02 -0.307
Br 6.19759 -0.22257 6.30120 0.03 -0.02 0.02 -0.040
Br 6.91972 2.81509 5.71042 -0.01 0.01 -0.01 0.000
Br 4.38856 2.11485 7.50190 0.00 0.00 0.01 -0.015
H 6.77467 1.60371 7.85532 0.02 -0.01 0.02 0.339
C 8.95408 -1.82036 -3.48319 -0.01 -0.05 0.01 -0.341
Br 9.93578 -0.40542 -4.33271 0.00 0.02 0.01 -0.028
Br 9.54582 -2.11600 -1.67427 -0.12 0.03 -0.06 -0.028
Br 7.04999 -1.52161 -3.59650 0.10 0.08 -0.06 0.022
H 9.15971 -2.72757 -4.03084 0.01 -0.03 -0.02 0.386
C 0.56396 -2.85638 -8.89740 0.02 0.00 0.04 0.278
Br -0.83945 -4.15798 -8.71219 0.00 0.01 0.02 -0.006
Br 2.05033 -3.56239 -9.89133 0.01 0.00 0.00 -0.020
Br -0.08632 -1.21795 -9.66288 0.00 0.01 0.00 -0.008
H 0.92225 -2.62610 -7.90353 0.01 -0.01 0.02 -0.266
```
Positions in Å, forces in eV/Å.

Results
- energy (eV) = -2375584.71682
- charge = 0

=====

Density functional theory data (the ωB97M-V functional and the def2-TZVPD basis) for the molecule C3H4N4 at a distorted geometry.

XYZ file:
```
11
Properties=species:S:1:pos:R:3:forces:R:3:mulliken_charge:R:1
N -0.93157 1.61688 0.40954 -0.73 -0.10 0.23 -0.513
C -0.71194 0.31926 0.04894 0.66 0.13 0.52 0.558
C -0.46640 -0.85642 0.79413 0.85 0.02 -0.49 -0.184
N 0.35629 -1.69332 0.16132 1.93 -0.41 1.84 -0.545
C 1.23634 -1.08802 -0.69779 -0.37 -0.73 0.65 0.078
N 0.86895 -0.07575 -1.43762 -1.09 -2.44 -0.57 -0.298
N -0.45899 0.10794 -1.25523 -0.23 4.16 -1.47 -0.380
H -0.49307 1.94993 1.25930 -0.47 -0.29 0.02 0.235
H -0.88390 2.27442 -0.36309 0.02 -0.31 0.17 0.292
H -0.76577 -1.08877 1.82768 -0.43 -0.01 -0.82 0.364
H 2.25005 -1.46614 -0.74718 -0.13 -0.02 -0.09 0.393
```
Positions in Å, forces in eV/Å.

Results
- energy (eV) = -9132.06545
- charge = 0
- relative energy (zero: lowest compared OMol25 entry of this formula, charge and spin) (kcal/mol) = 110.51

=====

Density functional theory data (the ωB97M-V functional and the def2-TZVPD basis) for a cluster of 3 separate species, C11H20BIO9P in total at a distorted geometry.

XYZ file:
```
43
Properties=species:S:1:pos:R:3:forces:R:3:mulliken_charge:R:1
C -2.89485 1.34755 -3.93621 0.32 -0.03 -0.18 -0.976
C -1.68889 2.10627 -3.43715 0.24 0.27 1.22 0.665
O -1.53160 2.28040 -2.23287 -0.18 0.04 -1.22 -0.507
O -0.85138 2.64246 -4.33135 -0.14 -0.30 0.40 -0.344
C -0.27803 1.71179 -5.31919 0.20 -0.26 -0.23 -0.526
B 0.80752 0.65459 -4.71979 0.10 0.14 -0.46 0.115
P -0.06186 -0.89734 -3.92419 -0.46 0.11 0.41 0.006
O 0.91346 -1.27422 -2.60358 0.05 -0.55 -0.24 -0.434
I 0.51422 -2.83364 -5.38240 0.14 0.05 0.05 -0.334
H -3.78960 1.88899 -3.65469 -0.14 0.16 0.16 0.353
H -2.89371 0.37806 -3.45799 -0.10 -0.23 0.09 0.289
H -2.88487 1.21108 -5.00849 -0.05 -0.03 -0.18 0.340
H 0.23930 2.35111 -6.02448 0.03 0.36 -0.01 0.197
H -1.09060 1.25790 -5.88886 -0.18 -0.08 -0.04 0.288
H 1.45436 1.19731 -3.84654 0.03 -0.12 0.14 -0.178
H 1.50999 0.28594 -5.64276 0.07 0.09 0.06 -0.199
H 0.83829 -0.55520 -1.97519 0.07 0.35 0.11 0.264
C -2.02592 2.52257 1.00809 -0.40 0.08 0.20 -1.495
C -1.58094 1.32883 1.81430 -0.21 0.31 -0.51 0.876
C -1.00631 0.20566 0.98014 -0.06 -0.08 -0.10 -0.548
O -1.35216 -0.95866 1.75653 0.00 0.03 -0.11 -0.348
C -2.44695 -0.65877 2.48378 0.13 0.16 -0.08 0.625
O -3.09639 -1.45660 3.08416 -0.11 -0.16 0.16 -0.598
O -2.70715 0.66355 2.44104 0.08 -0.02 0.04 -0.396
H -2.35494 3.33242 1.66169 0.06 -0.02 0.04 0.404
H -1.21329 2.88748 0.38213 0.01 -0.06 -0.05 0.356
H -2.86512 2.25928 0.36536 0.12 -0.05 -0.14 0.335
H -0.90156 1.63048 2.59999 0.12 -0.08 0.15 0.212
H 0.06741 0.26737 0.84757 0.05 -0.10 0.16 0.263
H -1.49052 0.12816 0.00285 -0.04 0.06 0.04 0.335
C 3.41038 -3.36278 3.36022 -0.06 0.05 -0.26 -1.429
C 3.18246 -1.95791 3.86119 0.03 -0.30 -0.02 0.480
C 2.36239 -1.85638 5.12999 -0.01 0.06 0.11 -0.505
O 1.70837 -0.59011 4.97327 0.02 -0.12 0.06 -0.335
C 1.60485 -0.34764 3.64527 0.01 -0.21 -0.08 0.567
O 0.92788 0.49589 3.15976 0.16 0.25 0.16 -0.486
O 2.36785 -1.21064 2.94298 0.11 0.04 0.03 -0.291
H 4.07683 -3.36184 2.49898 0.02 0.00 0.02 0.358
H 3.85513 -3.97949 4.14187 0.02 0.03 0.03 0.372
H 2.46777 -3.80896 3.04386 -0.04 0.00 0.10 0.353
H 4.13356 -1.42909 3.96918 -0.03 0.06 0.03 0.259
H 2.96434 -1.85940 6.03523 -0.04 0.15 0.02 0.304
H 1.60028 -2.63647 5.19627 0.02 -0.03 -0.07 0.313
```
Positions in Å, forces in eV/Å.

Results
- energy (eV) = -48227.80742
- charge = -1

=====

Density functional theory data (the ωB97M-V functional and the def2-TZVPD basis) for the molecule C4H5NS3 at a distorted geometry.

XYZ file:
```
13
Properties=species:S:1:pos:R:3:forces:R:3:mulliken_charge:R:1
C 0.40173 -1.16737 0.28562 -3.01 -2.45 0.92 -0.736
C 1.43868 -0.16355 0.56486 -0.16 2.26 -2.09 -0.305
C 0.81468 1.17069 0.21954 -0.34 3.00 -0.87 -0.101
C -0.76101 1.00020 0.04047 2.83 -3.07 -0.20 0.282
H -2.89730 -0.10520 -1.11830 0.43 -0.21 0.20 0.113
H 0.29238 -2.00190 1.06013 -0.32 1.53 -0.33 0.334
H 0.60102 -1.76129 -0.60798 -0.05 0.33 -0.03 0.359
H 2.21926 -0.26749 1.29817 0.14 -0.14 -0.07 0.481
H 1.16923 2.42647 0.38336 -0.91 -4.46 0.02 0.316
N -0.92962 -0.38145 0.04046 1.91 0.61 0.72 -0.051
S -2.26999 -1.21590 -0.63086 0.00 0.25 0.14 -0.119
S 1.78277 0.36513 -1.22432 0.17 1.38 1.70 -0.160
S -1.86184 2.10166 -0.31116 -0.70 0.97 -0.11 -0.413
```
Positions in Å, forces in eV/Å.

Results
- energy (eV) = -38222.04389
- charge = 0
- relative energy (zero: lowest compared OMol25 entry of this formula, charge and spin) (kcal/mol) = 62.01

=====

Q: What is the charge in the first record?
A: +2